# 1
The following is a DFT calculation (ωB97M-V with the def2-TZVPD basis set) of a cluster of 16 separate species, C6H42O15 in total in a non-equilibrium geometry.

Each line ends with the Mulliken charge.
Atoms and positions in Å:
C1 1.381 -2.875 0.485  -1.435
C2 0.879 -1.581 1.130  -0.314
C3 -0.582 -1.285 0.764  0.677
C4 -0.618 -0.820 -0.726  0.845
C5 -0.321 1.637 -1.300  -1.318
C6 -1.106 0.561 -0.853  0.509
H1 1.058 -3.078 -0.535  0.298
H2 1.032 -3.708 1.096  0.451
H3 2.470 -2.936 0.582  0.390
H4 0.986 -1.616 2.213  0.514
H5 1.500 -0.727 0.877  0.023
H6 -1.001 -0.557 1.460  -0.304
H7 -1.142 -2.211 0.794  0.132
H8 -1.291 -1.398 -1.375  0.180
H9 0.379 -0.901 -1.150  -0.207
H10 0.733 1.405 -1.278  0.529
H11 -0.728 2.553 -1.718  0.363
H12 -2.163 0.691 -0.745  -0.054
H13 2.845 -2.220 -3.240  0.320
H14 1.358 -2.508 -3.120  0.291
O1 2.223 -2.899 -2.948  -0.600
H15 3.858 1.604 -3.045  0.307
H16 4.014 0.286 -2.187  0.515
O2 4.478 1.009 -2.616  -0.628
H17 -1.406 1.735 5.009  0.322
H18 -1.406 1.053 3.622  0.351
O3 -1.038 0.984 4.521  -0.642
H19 -3.187 1.279 1.580  0.432
H20 -1.710 1.761 1.702  0.190
O4 -2.486 1.492 2.218  -0.760
H21 3.552 -1.759 -1.072  0.269
H22 3.850 -0.608 -0.354  0.309
O5 3.264 -0.832 -1.101  -0.682
H23 -0.302 2.404 0.736  0.287
H24 0.872 3.234 1.243  0.369
O6 -0.073 3.078 1.403  -0.720
H25 2.554 0.048 -3.267  0.120
H26 2.305 0.503 -4.674  0.266
O7 1.841 0.102 -3.910  -0.573
H27 -3.526 -1.258 3.432  0.300
H28 -2.553 -0.216 3.182  0.031
O8 -2.775 -1.099 2.845  -0.534
H29 -1.076 0.572 -3.357  0.279
H30 -2.213 1.437 -3.709  0.344
O9 -2.033 0.555 -3.343  -0.667
H31 3.020 3.353 0.644  0.394
H32 2.496 4.736 0.273  0.274
O10 2.230 3.828 0.398  -0.622
H33 1.487 1.417 3.820  0.301
H34 0.691 1.808 2.634  0.421
O11 1.561 1.459 2.850  -0.608
H35 -3.727 -0.367 -0.274  0.285
H36 -4.040 -0.953 1.168  0.419
O12 -4.334 -0.336 0.490  -0.665
H37 -2.318 -1.303 -3.252  0.362
H38 -3.640 -1.951 -2.802  0.330
O13 -2.727 -2.153 -3.026  -0.639
H39 3.292 1.535 0.263  0.248
H40 3.198 1.331 1.775  0.448
O14 3.786 1.653 1.073  -0.731
H41 -3.288 -3.740 0.802  0.294
H42 -3.384 -3.135 2.180  0.309
O15 -3.910 -3.270 1.373  -0.595

The net charge is +1. The value obtained for the frontier orbital gap (spin up / spin down) is 9.09 / 5.36 eV. The calculation puts the energy above the lowest of the compared OMol25 structures with the same formula, charge and spin at 0.0 kJ/mol. As for the expectation value of S²: 0.7552. Its multiplicity is 2. The calculation puts the HOMO energy (spin up / spin down) at -13.913 / -13.912 eV.



# 2
The following is a DFT calculation (ωB97M-V with the def2-TZVPD basis set) of a cluster of 16 separate species, C6H44O15 in total in a non-equilibrium geometry.

Each line ends with the Mulliken charge.
Atoms and positions in Å:
C1 -3.872 1.063 1.038  -1.181
C2 -3.653 -0.144 0.102  0.206
C3 -3.343 -1.467 0.814  -1.382
C4 -2.035 -1.460 1.667  2.716
C5 -2.202 -0.843 3.058  -1.505
C6 -1.696 -2.951 1.814  -1.774
H1 -2.995 1.602 1.406  0.195
H2 -4.570 1.781 0.623  0.409
H3 -4.277 0.632 1.953  0.254
H4 -2.878 0.047 -0.641  -0.227
H5 -4.610 -0.230 -0.417  0.394
H6 -3.254 -2.206 0.015  0.360
H7 -4.156 -1.807 1.443  0.449
H8 -1.300 -0.878 1.122  -0.756
H9 -1.584 0.049 3.179  0.222
H10 -1.944 -1.534 3.859  0.429
H11 -3.168 -0.408 3.299  0.320
H12 -0.908 -3.126 2.547  0.477
H13 -2.595 -3.497 2.085  0.392
H14 -1.336 -3.389 0.892  0.227
H15 0.248 -1.608 -3.878  0.322
H16 0.735 -2.992 -3.508  0.290
O1 1.050 -2.146 -3.845  -0.600
H17 -0.133 4.399 2.357  0.243
H18 -0.037 2.773 2.570  0.265
O2 0.121 3.542 2.019  -0.565
H19 0.246 0.306 -2.030  0.212
H20 -0.770 1.143 -1.276  0.152
O3 -0.703 0.510 -2.004  -0.336
H21 -2.081 -0.112 -3.382  0.296
H22 -3.265 -1.206 -3.374  0.293
O4 -2.594 -0.752 -3.883  -0.628
H23 1.939 -0.125 2.060  0.385
H24 2.901 -0.602 3.124  0.327
O5 2.907 -0.198 2.245  -0.714
H25 -0.902 -2.831 -1.809  0.242
H26 -0.852 -1.325 -1.379  0.205
O6 -0.514 -2.219 -1.174  -0.431
H27 1.764 -3.918 0.691  0.295
H28 0.709 -5.049 0.315  0.304
O7 1.329 -4.728 0.968  -0.600
H29 3.501 2.013 -2.800  0.260
H30 2.497 2.987 -3.420  0.366
O8 3.386 2.615 -3.543  -0.641
H31 3.526 3.692 -1.243  0.263
H32 2.937 4.425 0.026  0.263
O9 2.837 3.674 -0.568  -0.566
H33 4.890 -2.270 0.301  0.290
H34 4.003 -2.076 1.539  0.350
O10 4.402 -2.749 0.976  -0.625
H35 1.743 -1.393 -1.253  0.234
H36 2.766 -0.228 -1.099  0.198
O11 1.840 -0.430 -1.274  -0.541
H37 0.649 1.437 0.642  0.364
H38 0.811 0.054 0.198  0.251
O12 0.719 0.544 1.046  -0.554
H39 4.666 2.214 2.594  0.286
H40 3.307 1.722 2.188  0.381
O13 3.750 2.512 2.549  -0.664
H41 -0.132 3.174 0.078  0.223
H42 1.237 3.077 -0.577  0.374
O14 0.338 2.667 -0.611  -0.637
H43 -0.139 2.618 -4.149  0.318
H44 0.309 2.539 -2.737  0.324
O15 0.438 3.088 -3.529  -0.703

The value obtained for the frontier orbital gap is 10.38 eV. The calculation puts the energy above the lowest of the compared OMol25 structures with the same formula, charge and spin at 43.0 kJ/mol. The calculation puts the HOMO energy at -10.523 eV.



# 3
The following is a DFT calculation (ωB97M-V with the def2-TZVPD basis set) of a structure of composition C6H4BBr2O10V in a non-equilibrium geometry.

Each line ends with the Mulliken charge.
Atoms and positions in Å:
O1 2.516 -5.129 4.143  -0.416
V1 3.734 -4.929 3.238  1.840
O2 3.763 -6.037 2.107  -0.434
O3 5.891 3.656 -1.299  -0.663
C1 4.925 2.869 -1.477  0.591
O4 3.928 2.698 -0.768  -0.462
B1 3.258 1.465 -1.250  1.003
O5 3.783 1.262 -2.615  -0.465
C2 4.891 1.903 -2.738  0.588
O6 5.778 1.877 -3.583  -0.610
O7 1.849 1.567 -1.203  -0.426
C3 1.326 0.835 -0.253  0.641
O8 0.157 0.919 0.142  -0.625
C4 2.463 -0.138 0.169  0.599
O9 3.585 0.301 -0.444  -0.463
O10 2.400 -1.105 0.931  -0.698
Br1 -8.752 -0.418 -0.411  -0.134
C5 -7.126 0.399 0.408  -0.642
C6 -6.204 -0.691 1.006  -0.502
Br2 -5.937 -2.190 -0.257  -0.129
H1 -7.610 0.979 1.194  0.336
H2 -6.625 1.070 -0.290  0.359
H3 -6.662 -1.046 1.929  0.348
H4 -5.332 -0.118 1.323  0.364

The value obtained for the frontier orbital gap is 1.64 eV. The calculation puts the HOMO energy at -8.309 eV.



# 4
The following is a DFT calculation (ωB97M-V with the def2-TZVPD basis set) of a cluster of 2 separate species, C6H4Br2N2O4 in total in a non-equilibrium geometry.

Each line ends with the Mulliken charge.
Atoms and positions in Å:
O1 3.736 0.110 1.700  -0.535
N1 2.598 0.282 2.078  1.010
O2 2.242 0.354 3.231  -0.628
C1 1.571 0.338 1.063  0.359
C2 0.304 -0.097 1.422  -0.387
C3 -0.697 -0.194 0.471  -0.568
C4 -0.422 0.130 -0.849  -0.532
C5 0.836 0.581 -1.214  -0.100
C6 1.851 0.674 -0.269  -0.359
Br1 3.484 1.517 -0.770  -0.008
H1 0.127 -0.357 2.454  0.475
H2 -1.681 -0.525 0.760  0.411
H3 -1.197 0.058 -1.593  0.415
H4 1.043 0.867 -2.234  0.445
O3 3.224 -1.540 -1.706  -0.420
N2 2.819 -1.508 -0.607  0.833
O4 2.141 -2.209 0.069  -0.306
Br2 1.069 -4.027 -0.491  -0.106

Its SMILES is O=[N+]([O-])c1ccccc1Br.O=NOBr. The value obtained for the frontier orbital gap (spin up / spin down) is 7.65 / 7.69 eV. The calculation puts the energy above the lowest of the compared OMol25 structures with the same formula, charge and spin at 29.5 kJ/mol. The calculation puts the HOMO energy (spin up / spin down) at -9.852 / -9.846 eV.